Entry 1:
This record from OMol25 describes a single C6H9N molecule. The level of theory is wB97M-V/def2-TZVPD.

The geometry in XYZ format:
```
16
Properties=species:S:1:pos:R:3:forces:R:3:lowdin_charge:R:1
C -2.6958 -1.4936 1.9898 -0.06 -0.04 0.04 -0.11
C -1.6164 -0.7437 1.3426 0.35 0.30 -0.26 -0.09
C -0.7573 -0.0831 0.8127 -0.35 -0.27 0.26 -0.05
C 0.2663 0.7636 0.1915 -0.03 0.11 0.00 -0.16
C 1.4219 -0.0272 -0.4797 -0.04 -0.05 0.11 -0.46
C 1.8253 0.4402 -1.9099 -0.30 -0.07 -0.30 -0.10
N 2.7085 0.4374 -0.4079 -0.10 -0.03 0.02 0.06
H -3.1392 -2.2250 1.3064 0.10 0.11 0.08 0.07
H -3.4904 -0.8110 2.3100 0.13 -0.10 -0.05 0.08
H -2.3384 -2.0297 2.8750 -0.01 0.09 -0.15 0.07
H 0.7115 1.4211 0.9460 -0.04 -0.10 -0.08 0.12
H -0.2248 1.4162 -0.5406 0.10 -0.08 0.11 0.11
H 1.2540 -1.1168 -0.4346 0.01 0.19 -0.09 0.13
H 1.2344 1.3031 -2.2138 0.05 -0.16 0.09 0.10
H 1.8702 -0.3916 -2.6105 0.07 0.08 0.15 0.11
H 2.8879 0.8450 -1.8239 0.12 0.02 0.08 0.11
```
Forces are in eV/Å.

Properties
- Kohn-Sham gap (eV) = 9.341
- electronic energy (Eh) = -288.5708
- largest force on an atom (Eh/bohr) = 0.0103
- HOMO level (eV) = -8.384

Entry 2:
This record from OMol25 describes a single C6H9N molecule. The level of theory is wB97M-V/def2-TZVPD.

The geometry in XYZ format:
```
16
Properties=species:S:1:pos:R:3:forces:R:3:lowdin_charge:R:1
C 0.9808 0.1105 1.1016 0.11 0.08 0.00 -0.04
C 0.1671 0.1085 -0.1712 -0.07 -0.11 0.14 -0.47
C -1.2126 -0.3988 0.1340 0.00 0.02 -0.39 -0.23
C -1.5021 -1.1355 1.3450 -0.43 0.31 0.07 -0.12
N -1.8139 0.0756 1.4472 -0.21 -0.50 0.00 0.16
C 0.8170 -0.2539 -1.4830 0.03 -0.19 -0.06 -0.09
C 0.2728 1.1314 -1.2707 -0.05 0.21 0.05 -0.09
H 0.8481 -0.8923 1.5333 0.58 0.14 -0.01 0.08
H 0.5728 0.7852 1.8612 0.10 0.11 -0.25 0.08
H 2.0359 0.3400 0.9328 -0.13 -0.12 0.03 0.09
H -1.9097 -0.4641 -0.7019 0.09 0.07 0.02 0.13
H -1.5654 -2.0370 1.9410 0.09 0.07 -0.01 0.11
H 0.3018 -0.9227 -2.1679 0.00 0.13 0.11 0.10
H 1.9003 -0.3615 -1.4967 -0.23 -0.02 0.10 0.10
H 0.9692 1.9607 -1.1843 -0.05 -0.17 0.07 0.10
H -0.6525 1.3840 -1.7858 0.17 -0.02 0.13 0.10
```
Forces are in eV/Å.

Properties
- Kohn-Sham gap (eV) = 10.421
- electronic energy (Eh) = -288.6702
- SMILES = CC1([C@H]2C=N2)CC1
- largest force on an atom (Eh/bohr) = 0.0116
- HOMO level (eV) = -9.342

Entry 3:
This record from OMol25 describes a single C6H9N molecule. The level of theory is wB97M-V/def2-TZVPD.

The geometry in XYZ format:
```
16
Properties=species:S:1:pos:R:3:forces:R:3:lowdin_charge:R:1
C -1.7679 1.2769 0.3087 1.87 3.74 2.70 -0.03
C -2.0533 0.0783 -0.0568 -3.72 -2.09 -2.48 -0.30
N -1.4363 -1.1655 0.0912 -0.22 -0.82 0.52 0.07
C -0.1966 -1.3944 0.0284 -0.89 0.58 -1.17 -0.13
C 0.7906 -0.3472 -0.2280 1.36 -1.24 0.91 -0.38
C 0.7191 0.5833 -1.1364 2.50 1.67 -0.05 0.05
C 1.9808 -0.5226 0.6341 -2.81 0.69 2.65 -0.05
H -0.7598 1.4247 0.7899 -1.26 0.09 -0.32 0.08
H -2.4219 2.2082 0.3616 0.68 -1.74 -0.62 0.09
H -3.0561 -0.0721 -0.6085 1.45 0.16 0.97 0.13
H 0.1485 -2.4370 0.0578 -0.09 0.30 0.41 0.13
H 1.5171 1.3855 -1.2728 -1.05 -1.32 0.25 0.11
H -0.1219 0.6578 -1.7133 -1.85 0.33 -1.58 0.04
H 1.7467 -0.3217 1.7253 -0.01 0.17 -1.03 0.12
H 2.6592 0.1611 0.3270 2.81 1.64 -0.73 0.04
H 2.2517 -1.5153 0.6918 1.23 -2.16 -0.43 0.05
```
Forces are in eV/Å.

Properties
- Kohn-Sham gap (eV) = 9.399
- electronic energy (Eh) = -288.6632
- SMILES = C=C/N=C\C(=C)C
- largest force on an atom (Eh/bohr) = 0.0968
- HOMO level (eV) = -8.907

Entry 4:
This record from OMol25 describes a molecular structure, C6H9N. The level of theory is wB97M-V/def2-TZVPD.

The geometry in XYZ format:
```
16
Properties=species:S:1:pos:R:3:forces:R:3:lowdin_charge:R:1
C -1.0456 0.3453 -1.5827 -0.52 2.16 -2.63 -0.17
C 1.0272 0.1388 -0.1832 -0.49 -0.10 -0.59 -0.26
C 0.1585 1.0364 0.6592 1.02 -1.08 3.79 -0.11
C -0.6669 -0.3175 0.7005 -0.26 -1.63 0.06 -0.23
C 0.3928 -1.3033 1.4285 -2.28 -0.74 -1.11 -0.02
C 1.5499 -0.9363 0.8322 -2.79 1.00 -0.83 -0.03
H -0.8308 1.5417 -1.4214 -0.97 -2.77 -0.79 0.12
H -0.8363 0.1106 -2.7098 -0.30 0.51 1.98 0.10
H -2.1337 0.0856 -1.4101 1.09 0.60 -0.21 0.09
H 1.7317 0.5737 -0.8639 0.47 0.02 -0.51 0.13
H -0.4712 1.7533 0.2176 0.11 1.30 -0.36 0.05
H 0.7836 1.3429 1.5835 -1.75 0.01 -1.12 0.14
H -1.8081 -0.5761 0.7772 2.07 1.05 0.63 0.16
H -0.1737 -2.2020 1.9343 2.26 1.82 -0.43 0.13
H 2.5892 -1.1059 0.7922 0.79 -1.00 0.55 0.08
N -0.2667 -0.4871 -0.7539 1.55 -1.16 1.55 -0.15
```
Forces are in eV/Å.

Properties
- Kohn-Sham gap (eV) = 9.601
- electronic energy (Eh) = -288.6042
- largest force on an atom (Eh/bohr) = 0.0792
- HOMO level (eV) = -8.446

Entry 5:
This record from OMol25 describes 2 unconnected molecules or ions with the total composition C6H9N. The level of theory is wB97M-V/def2-TZVPD.

The geometry in XYZ format:
```
16
Properties=species:S:1:pos:R:3:forces:R:3:lowdin_charge:R:1
C 1.4133 -0.5093 1.0592 -0.07 0.02 0.03 -0.09
C 1.4519 0.6121 0.0718 -0.06 0.18 0.03 -0.16
C 0.5907 1.6333 0.0056 0.18 -0.13 -0.02 -0.13
C -0.5535 1.7166 0.8676 -0.77 0.03 0.60 -0.25
N -1.4948 1.7532 1.5438 0.94 0.02 -0.63 0.15
H 0.4709 -0.5315 1.6131 0.14 0.03 -0.08 0.07
H 1.5427 -1.4691 0.5486 -0.01 0.14 0.07 0.08
H 2.2347 -0.3984 1.7783 -0.08 -0.04 -0.12 0.08
H 2.2599 0.5922 -0.6575 -0.07 0.07 0.13 0.11
H 0.6929 2.4151 -0.7406 -0.01 -0.10 0.12 0.11
C -0.8507 -0.9031 -1.4731 -1.79 -0.31 -0.28 -0.10
C -1.7416 -0.9186 -0.4857 -0.41 0.44 0.44 -0.09
H -0.7761 -0.0742 -2.1705 -0.01 -0.29 -0.06 0.06
H -0.9696 -1.9345 -1.7501 2.35 -0.80 -0.85 0.05
H -2.5291 -0.1973 -0.3829 0.25 0.80 0.93 0.05
H -1.7417 -1.7864 0.1723 -0.59 -0.07 -0.31 0.06
```
Forces are in eV/Å.

Properties
- Kohn-Sham gap (eV) = 10.157
- electronic energy (Eh) = -288.6660
- SMILES = C/C=C\C#N.C=C
- largest force on an atom (Eh/bohr) = 0.0510
- HOMO level (eV) = -9.471

Entry 6:
This record from OMol25 describes 2 unconnected molecules or ions with the total composition C6H9N. The level of theory is wB97M-V/def2-TZVPD.

The geometry in XYZ format:
```
16
Properties=species:S:1:pos:R:3:forces:R:3:lowdin_charge:R:1
C 3.7179 -0.8064 -0.3275 -0.05 0.08 0.02 0.04
C 3.5221 0.4251 0.1286 0.86 -0.34 0.04 -0.17
C 2.2557 1.0445 0.1548 -0.60 0.16 -0.05 -0.24
N 1.2337 1.5636 0.1815 -0.26 0.25 -0.03 0.18
H 4.6967 -1.2560 -0.3372 0.16 0.03 0.04 0.06
H 2.9048 -1.4044 -0.7064 -0.15 -0.02 -0.04 0.07
H 4.3298 1.0346 0.5143 0.10 -0.10 -0.03 0.10
C -1.5744 -0.1513 1.3265 0.10 -0.15 0.27 -0.03
C -1.5929 -0.1020 0.0103 -0.13 -0.07 -0.18 -0.28
C -2.4148 0.8504 -0.7861 0.02 -0.01 -0.01 -0.12
H -2.1528 0.5309 1.9272 -0.17 0.19 0.07 0.05
H -0.9696 -0.8579 1.8716 0.13 -0.14 0.00 0.04
H -0.9924 -0.7910 -0.5716 0.12 -0.12 0.05 0.09
H -2.9299 1.5545 -0.1379 -0.07 0.09 0.01 0.07
H -1.7796 1.4030 -1.4763 -0.01 0.11 -0.09 0.07
H -3.1549 0.3063 -1.3746 -0.05 0.05 -0.08 0.07
```
Forces are in eV/Å.

Properties
- Kohn-Sham gap (eV) = 9.619
- electronic energy (Eh) = -288.7049
- SMILES = C=CC#N.C=CC
- largest force on an atom (Eh/bohr) = 0.0179
- HOMO level (eV) = -9.219

Entry 7:
This record from OMol25 describes a single C6H9N molecule. The level of theory is wB97M-V/def2-TZVPD.

The geometry in XYZ format:
```
16
Properties=species:S:1:pos:R:3:forces:R:3:lowdin_charge:R:1
C -1.4097 -0.5136 1.4211 -0.07 -0.08 -0.02 -0.05
C -0.6057 0.1608 0.3662 -0.09 0.20 -0.10 -0.28
C -0.9721 1.1587 -0.4486 -0.24 0.08 0.22 -0.11
N 0.1313 1.8590 -1.0148 0.20 0.20 0.57 0.07
C 1.1731 1.2947 -0.5303 0.03 0.19 -0.14 -0.15
C 0.8784 -0.0262 0.1334 -0.06 0.23 0.06 -0.27
C 0.9877 -1.0848 -1.0090 0.09 -0.07 -0.01 -0.05
H -1.0665 -0.1367 2.3954 -0.10 -0.15 -0.12 0.09
H -1.3008 -1.6025 1.4430 -0.02 0.08 -0.10 0.08
H -2.4670 -0.2532 1.3207 0.11 -0.14 0.02 0.08
H -1.9485 1.5870 -0.6114 -0.17 -0.19 0.03 0.11
H 2.1201 1.8130 -0.5556 0.42 -0.39 -0.53 0.11
H 1.4975 -0.2834 1.0006 -0.20 0.08 -0.13 0.14
H 0.5342 -2.0390 -0.7152 0.08 0.22 -0.03 0.08
H 2.0106 -1.2795 -1.3440 -0.04 0.10 0.24 0.08
H 0.4373 -0.6542 -1.8515 0.05 -0.37 0.05 0.08
```
Forces are in eV/Å.

Properties
- Kohn-Sham gap (eV) = 9.409
- electronic energy (Eh) = -288.7296
- SMILES = CC1=CN=C[C@@H]1C
- largest force on an atom (Eh/bohr) = 0.0153
- HOMO level (eV) = -8.556

Entry 8:
This record from OMol25 describes a single C6H9N molecule. The level of theory is wB97M-V/def2-TZVPD.

The geometry in XYZ format:
```
16
Properties=species:S:1:pos:R:3:forces:R:3:lowdin_charge:R:1
C -0.1934 -0.7472 -1.6453 0.01 -0.03 -0.04 -0.04
C -0.2031 0.1636 -0.4207 -0.01 -0.02 -0.11 -0.49
C -0.8545 1.4403 -0.7366 -0.51 0.85 -0.26 -0.18
N -1.3729 2.4435 -0.9950 0.53 -0.99 0.29 0.16
C -0.7518 -0.4573 0.9002 -0.15 -0.07 0.06 -0.11
C 0.4924 0.0572 1.6537 0.08 0.00 0.19 -0.15
C 1.1604 0.3874 0.3016 0.17 0.07 -0.03 -0.11
H 0.3582 -0.2909 -2.4731 -0.08 -0.04 0.10 0.09
H -1.2124 -0.9611 -1.9841 0.14 0.04 0.05 0.09
H 0.2914 -1.6954 -1.3883 -0.07 0.15 -0.02 0.09
H -0.7873 -1.5494 0.8250 0.01 0.19 0.00 0.11
H -1.7228 -0.0899 1.2388 0.12 -0.07 -0.06 0.11
H 0.2871 0.9445 2.2586 0.01 -0.09 -0.15 0.11
H 1.0125 -0.6676 2.2819 -0.06 0.06 -0.06 0.10
H 1.6008 1.3813 0.2003 -0.05 -0.13 -0.02 0.11
H 1.8954 -0.3589 -0.0170 -0.14 0.09 0.07 0.11
```
Forces are in eV/Å.

Properties
- Kohn-Sham gap (eV) = 11.897
- electronic energy (Eh) = -288.7465
- SMILES = CC1(C#N)CCC1
- largest force on an atom (Eh/bohr) = 0.0226
- HOMO level (eV) = -11.054

Entry 9:
This record from OMol25 describes a molecular structure, C6H9N. The level of theory is wB97M-V/def2-TZVPD.

The geometry in XYZ format:
```
16
Properties=species:S:1:pos:R:3:forces:R:3:lowdin_charge:R:1
C 1.8037 0.7661 -0.0522 -0.23 0.23 0.34 -0.08
C 1.0688 -0.4320 0.5406 0.27 -0.02 -0.05 -0.22
C -0.4254 -0.3397 0.9705 0.11 -0.16 -0.05 -0.19
C -0.9208 -1.1852 -0.3048 -0.31 -0.09 0.06 -0.08
C -0.5229 0.1399 -0.9993 -0.15 0.04 -0.28 -0.28
C -1.0511 0.8640 0.2381 0.16 0.18 0.02 -0.12
N 0.9330 -0.0615 -0.8626 -0.05 -0.01 -0.47 -0.06
H 2.7631 0.8389 -0.5881 0.01 -0.60 1.15 0.11
H 1.5673 1.6948 0.4579 -0.60 0.30 -0.53 0.09
H 1.4796 -1.3986 0.8478 0.43 0.39 -0.45 0.13
H -0.7234 -0.5160 2.0147 0.30 -0.33 -0.46 0.13
H -0.3051 -2.0151 -0.6848 -0.23 0.10 0.57 0.11
H -1.9721 -1.4689 -0.2820 -0.07 0.28 -0.05 0.10
H -0.7856 0.4358 -2.0147 -0.13 -0.19 0.11 0.14
H -0.7624 1.8945 0.4667 0.17 -0.19 -0.02 0.10
H -2.1466 0.7832 0.2522 0.31 0.08 0.09 0.11
```
Forces are in eV/Å.

Properties
- Kohn-Sham gap (eV) = 10.204
- electronic energy (Eh) = -288.6570
- largest force on an atom (Eh/bohr) = 0.0253
- HOMO level (eV) = -9.055

Entry 10:
This record from OMol25 describes a single C6H9N molecule. The level of theory is wB97M-V/def2-TZVPD.

The geometry in XYZ format:
```
16
Properties=species:S:1:pos:R:3:forces:R:3:lowdin_charge:R:1
C -0.7763 -1.7494 -1.6455 -0.07 -0.19 -0.15 -0.08
C -0.3350 -0.8864 -0.5027 0.19 -0.20 0.00 -0.37
C 0.7810 -0.9045 0.2658 -0.37 0.10 -0.05 -0.02
C 1.5957 1.3574 0.7400 0.17 0.21 0.07 -0.08
C 0.5844 0.2754 1.2000 0.05 0.05 0.05 -0.40
C -0.7829 0.8187 0.9358 0.04 -0.18 -0.31 -0.04
N -1.2485 0.1555 -0.0726 -0.01 0.11 0.12 0.11
H 0.0898 -2.0590 -2.2366 -0.10 0.10 0.15 0.07
H -1.4698 -1.2356 -2.3235 0.09 -0.01 0.08 0.06
H -1.2737 -2.6680 -1.3065 0.04 0.18 -0.01 0.07
H 1.4777 2.2974 1.2949 0.07 -0.18 -0.12 0.07
H 1.4725 1.5429 -0.3354 -0.04 0.01 0.27 0.08
H 2.6096 0.9706 0.8780 -0.23 0.07 0.05 0.08
H 0.7313 0.0572 2.2671 0.04 0.02 -0.23 0.14
H -1.3372 1.6362 1.3811 0.09 -0.02 -0.04 0.13
H -2.1187 0.3918 -0.5398 0.03 -0.08 0.11 0.16
```
Forces are in eV/Å.

Properties
- Kohn-Sham gap (eV) = 7.622
- electronic energy (Eh) = -288.6521
- largest force on an atom (Eh/bohr) = 0.0075
- HOMO level (eV) = -7.249

Entry 11:
This record from OMol25 describes a single C6H9N molecule. The level of theory is wB97M-V/def2-TZVPD.

The geometry in XYZ format:
```
16
Properties=species:S:1:pos:R:3:forces:R:3:lowdin_charge:R:1
C -0.6583 -1.5051 0.9895 -0.19 0.05 -0.18 -0.03
C -0.2124 -0.2473 0.2488 -0.82 0.78 -0.78 -0.54
C -0.1464 0.9862 1.0903 -0.21 0.02 1.82 0.07
C 0.7844 1.0645 -1.2488 1.26 -0.53 -1.56 0.00
C 1.0414 -0.3067 -0.6102 0.50 0.64 -0.15 -0.19
C -1.1287 0.3500 -0.9026 -0.96 -1.57 1.09 -0.28
N -2.1139 0.4398 -1.5246 0.63 0.21 0.10 0.17
H -0.7216 -2.3589 0.3088 -0.02 0.12 0.06 0.09
H -1.6355 -1.3529 1.4569 0.13 -0.04 -0.08 0.09
H 0.0642 -1.7565 1.7793 -0.10 0.20 -0.24 0.09
H 0.0514 0.9100 2.1686 0.11 -0.11 -0.50 0.08
H -0.6383 1.8943 0.7777 0.11 -0.03 0.00 0.07
H 0.5904 1.1048 -2.3195 0.18 0.02 0.19 0.08
H 1.2894 1.9379 -0.8501 -0.27 -0.07 0.12 0.07
H 1.0087 -1.1425 -1.3287 0.00 0.37 0.21 0.12
H 1.9841 -0.3377 -0.0409 -0.35 -0.07 -0.08 0.12
```
Forces are in eV/Å.

Properties
- Kohn-Sham gap (alpha / beta) (eV) = 8.198 / 8.201
- electronic energy (Eh) = -288.5790
- largest force on an atom (Eh/bohr) = 0.0417
- HOMO level (alpha / beta) (eV) = -8.783 / -8.360

Entry 12:
This record from OMol25 describes a molecular structure, C6H9N. The level of theory is wB97M-V/def2-TZVPD.

The geometry in XYZ format:
```
16
Properties=species:S:1:pos:R:3:forces:R:3:lowdin_charge:R:1
C 1.2244 -1.0190 1.2646 1.09 -1.70 1.55 -0.15
C 0.8393 0.0254 -1.1373 2.06 -0.39 -1.36 -0.05
C 0.4106 0.8180 1.5364 2.90 -1.41 -1.18 -0.06
C -0.5121 -0.5169 -0.7141 0.54 1.05 -2.06 -0.30
C 0.5084 -0.2796 0.2872 -0.69 4.76 0.65 -0.34
C -1.7763 0.2031 -1.0410 -0.01 2.84 1.06 -0.06
N 1.1196 -0.2811 2.2849 0.39 0.91 0.93 0.05
H 1.8310 -1.9174 1.3313 -0.31 -0.36 -0.61 0.12
H 1.6955 -0.5838 -1.5990 -1.77 0.20 0.71 0.13
H 0.9973 1.0301 -1.5804 -0.75 -0.34 0.98 0.11
H 1.1082 1.7345 1.5392 -1.37 -1.31 -0.42 0.13
H -0.5029 0.9643 2.0163 -1.75 0.71 0.29 0.07
H -0.7008 -1.4639 -0.9766 0.16 -3.91 -0.71 0.09
H -1.7698 1.0371 -0.2760 -0.69 -0.32 -1.07 0.09
H -2.6570 -0.4077 -0.8521 0.03 0.00 -0.09 0.07
H -1.8156 0.6568 -2.0834 0.16 -0.73 1.33 0.10
```
Forces are in eV/Å.

Properties
- Kohn-Sham gap (eV) = 10.291
- electronic energy (Eh) = -288.6424
- largest force on an atom (Eh/bohr) = 0.0944
- HOMO level (eV) = -9.268

Q: The highest electronic energy belongs to which entry?
A: number 1

Q: Which formula does entry 7 have?
A: C6H9N